Entry from OMol25: a structure of composition C72H156BeCl5N9O28 in a non-equilibrium geometry (ωB97M-V/def2-TZVPD).

Results
E in eV: -210897.4187
Total charge: -2
Frontier orbital gap in eV: 4.86

```
271
Properties=species:S:1:pos:R:3:forces:R:3
Be 3.1865 -1.9985 1.3840 -0.1 -0.6 0.3
N 0.4598 0.3813 4.5472 -0.5 0.3 0.2
H -0.5025 0.4756 4.8390 -1.1 -0.7 -0.2
H 0.8391 1.0768 5.1737 1.1 -0.1 0.0
H 0.5655 0.6289 3.5738 0.0 -0.1 -0.5
H 0.7819 -0.5498 4.7699 0.4 -0.7 0.2
Cl 3.5777 -2.9160 4.7629 -1.3 -0.8 4.0
O 2.4016 -2.1731 4.3751 -0.7 0.8 0.3
O 4.4877 -2.1859 5.6212 -0.7 0.3 -0.1
O 3.2156 -4.1610 5.4352 0.5 1.6 -1.4
O 4.2646 -3.1089 3.5424 1.7 -0.9 -4.6
Cl 5.2919 0.4790 1.8869 0.7 2.2 -3.3
O 4.6880 0.7880 0.6400 -0.8 1.0 -2.8
O 6.1221 1.6103 2.2462 0.2 -1.2 0.8
O 4.1993 0.3155 2.7442 -2.3 -1.2 3.5
O 5.9616 -0.7476 1.6501 1.5 -1.5 1.2
Cl -0.7661 -3.2047 6.8316 3.1 -1.4 -1.2
O 0.1321 -4.0718 7.5847 -0.9 0.8 0.4
O -0.1113 -1.8982 6.6787 -0.7 -0.1 0.0
O -0.9209 -3.8327 5.5370 -0.6 0.7 0.0
O -2.0284 -3.0463 7.4726 -1.1 0.3 0.7
Cl 1.6109 -5.4924 1.7238 -4.1 -1.3 1.5
O 0.9248 -5.3367 2.9397 -0.2 1.3 1.4
O 2.8802 -5.9567 1.9122 4.5 -3.4 0.7
O 0.7220 -6.3561 0.9650 1.0 0.1 -1.5
O 1.8585 -4.2769 1.0308 -0.6 4.7 -2.3
Cl 0.1526 -0.3252 0.6312 -1.1 -0.8 0.4
O -0.1183 0.7391 1.5029 -1.3 3.4 1.0
O -0.7696 -0.3080 -0.5198 1.8 -0.3 1.3
O 1.5517 -0.1953 0.2982 2.3 -0.6 -1.7
O 0.0721 -1.4670 1.4673 -0.7 -2.4 -0.4
C -3.1190 -5.7294 -2.4543 0.3 -0.9 1.1
C -2.9613 -5.0851 -1.0479 -2.3 2.2 -0.5
C -4.1809 -3.9979 -1.0553 1.0 -0.8 2.2
C -4.4678 -3.4271 0.4055 0.3 -2.2 -1.1
C -4.8582 -4.6899 1.3728 0.5 1.7 -2.0
C -3.7716 -5.7541 1.3831 1.8 -0.9 0.7
N -3.2553 -6.1212 -0.0353 -2.1 1.2 0.1
O -2.2482 -7.0882 -0.1012 -0.1 0.2 0.9
C -2.6766 -5.1789 2.3372 1.0 -0.8 0.7
C -4.3946 -7.0733 2.0641 0.9 0.4 -0.9
C -1.6486 -4.2385 -0.9230 -0.5 -1.0 0.4
H -4.0350 -6.3202 -2.4492 -0.5 0.5 -0.1
H -2.3989 -6.5372 -2.5844 0.6 0.4 -0.3
H -3.1173 -4.9817 -3.2474 0.2 -0.1 0.0
H -3.8479 -3.1971 -1.7156 -0.2 0.0 -0.1
H -5.0868 -4.4748 -1.4295 0.0 0.0 -0.1
H -5.1936 -2.6212 0.2970 -0.5 -0.3 0.4
H -3.5503 -2.9368 0.7310 0.1 -0.2 0.4
H -5.7663 -5.2004 1.0519 -0.4 0.5 -0.1
H -4.9205 -4.3060 2.3910 -0.4 -0.2 -0.1
H -1.9106 -4.4911 1.9793 -0.5 0.4 -0.6
H -3.0936 -4.7339 3.2406 -0.3 0.2 -0.2
H -2.0113 -5.9122 2.7931 -0.1 -0.7 -0.3
H -5.0291 -6.8582 2.9239 -0.1 0.4 -0.2
H -4.9311 -7.6696 1.3261 -0.4 0.3 -0.2
H -3.6513 -7.7773 2.4383 0.5 0.4 -0.1
H -1.7476 -3.2271 -1.3174 -0.1 -0.1 -0.5
H -0.8678 -4.7942 -1.4421 0.3 0.3 0.2
H -1.3965 -4.0607 0.1224 0.3 -0.3 -0.1
H -1.5243 -6.6211 0.3224 1.2 -0.4 0.3
C 7.2609 -0.7988 -4.7799 0.0 -0.2 0.5
C 6.6986 0.6139 -4.4387 2.0 0.5 -0.7
C 6.3871 1.2954 -5.7865 -1.2 0.2 -1.0
C 5.5711 2.6180 -5.7238 -0.1 -1.6 1.7
C 4.3822 2.3178 -4.7681 -0.7 0.2 -0.9
C 4.5753 1.6409 -3.4149 0.4 0.1 0.1
N 5.4762 0.4046 -3.6847 -1.9 1.8 -0.6
O 5.7026 -0.2232 -2.4649 0.4 -0.1 -0.2
C 5.1413 2.6756 -2.3610 0.3 -0.5 -0.7
C 3.2333 1.0894 -2.8954 0.0 -0.1 -0.4
C 7.8080 1.4482 -3.6801 -1.0 -0.6 0.4
H 8.2162 -0.7622 -5.3035 0.0 0.2 0.0
H 6.5915 -1.4310 -5.3632 -0.4 0.5 -0.4
H 7.3869 -1.4261 -3.8975 0.3 0.4 0.3
H 7.2269 1.4402 -6.4662 0.7 -0.1 0.6
H 5.8183 0.5556 -6.3497 -0.5 0.0 0.0
H 5.1006 2.9003 -6.6656 0.5 0.0 -0.2
H 6.2435 3.4043 -5.3806 -0.2 0.3 0.1
H 3.7235 1.6437 -5.3157 0.1 -0.3 -0.3
H 3.7400 3.1959 -4.7010 0.1 0.3 0.6
H 4.4400 3.2483 -1.7541 -0.6 -0.6 -0.1
H 5.7776 2.1352 -1.6601 0.2 0.5 0.3
H 5.6875 3.4674 -2.8736 0.5 -0.2 0.0
H 2.9135 0.2057 -3.4475 0.4 -0.3 0.0
H 3.2700 0.8617 -1.8301 -0.1 0.0 0.0
H 2.4010 1.7591 -3.1120 0.2 0.6 0.3
H 8.7591 1.4826 -4.2115 -0.1 -0.3 0.1
H 7.8856 0.9655 -2.7059 0.7 -0.1 0.0
H 7.5297 2.4677 -3.4136 -0.2 0.0 -0.5
H 6.0098 0.5038 -1.9185 0.2 -0.2 1.1
C -3.7112 0.1386 -6.6706 0.1 0.2 1.2
C -2.1888 0.4143 -6.5803 -1.0 -1.2 0.3
C -1.8603 0.8382 -5.1085 -0.4 -1.0 -0.4
C -1.8355 -0.4306 -4.1593 0.1 1.6 -0.4
C -0.9075 -1.5019 -4.7116 -1.6 -1.2 -0.1
C -1.2085 -1.9902 -6.1838 0.1 1.4 0.4
N -1.4420 -0.7839 -6.9748 2.2 0.4 1.3
O -1.5367 -1.1160 -8.3118 -0.7 0.1 -1.2
C 0.0261 -2.7323 -6.6181 1.2 0.0 -0.9
C -2.4040 -2.9191 -6.3557 -0.8 -0.6 1.2
C -1.8380 1.5149 -7.5420 -0.2 0.3 0.0
H -4.0564 -0.3128 -7.6008 0.2 0.2 -0.1
H -4.2353 1.0570 -6.4062 -0.3 0.2 -0.5
H -3.9795 -0.5203 -5.8448 -0.1 -0.3 -0.1
H -0.9999 1.5074 -5.1093 0.8 -0.7 0.1
H -2.6144 1.5697 -4.8182 -0.6 -0.3 0.2
H -2.8571 -0.7461 -3.9476 -0.2 -0.3 -0.5
H -1.5150 -0.1497 -3.1561 0.4 0.2 0.0
H -1.0797 -2.4376 -4.1797 0.2 0.0 0.6
H 0.1130 -1.1996 -4.4762 0.2 -0.1 -0.8
H 0.9341 -2.1304 -6.5826 0.0 0.3 0.7
H 0.1545 -3.6296 -6.0127 0.1 0.0 0.0
H 0.0723 -3.0168 -7.6693 -0.8 -0.4 -0.1
H -2.2611 -3.9287 -5.9705 0.5 -0.1 0.2
H -3.2356 -2.5482 -5.7566 -0.2 0.1 -0.2
H -2.7357 -3.0776 -7.3819 0.2 0.5 -0.1
H -2.1379 2.4470 -7.0631 0.2 0.3 -0.2
H -2.4152 1.4055 -8.4602 0.2 0.1 -0.1
H -0.7681 1.4979 -7.7497 0.0 0.3 0.0
H -0.7451 -0.7373 -8.7010 0.1 0.0 -0.2
C 1.9438 0.0164 8.1385 0.7 1.9 -0.7
C 2.7361 1.4049 7.7513 -0.6 -3.1 0.0
C 4.1775 0.9592 7.3336 -0.3 2.2 -0.1
C 4.9764 2.1652 6.7193 -0.4 -1.4 0.9
C 4.2404 2.7695 5.5340 1.1 0.0 0.5
C 2.7634 3.0140 5.6927 -2.3 0.3 0.5
N 2.1143 1.9094 6.4985 1.8 -0.3 -0.7
O 0.7467 2.0872 6.6198 -0.5 0.7 0.3
C 2.5450 4.3724 6.3897 1.5 0.1 0.3
C 2.2165 3.0981 4.2503 0.6 -0.6 -0.3
C 2.6998 2.3309 8.9714 0.7 0.9 0.2
H 2.1913 -0.2674 9.1614 0.5 -0.2 -0.2
H 2.2216 -0.7159 7.3805 -0.2 -0.2 0.3
H 0.8618 0.1475 8.1483 0.1 0.1 -0.3
H 4.6881 0.5975 8.2262 0.0 -0.3 -0.1
H 4.1714 0.2349 6.5190 -0.4 -0.5 0.4
H 5.8935 1.6867 6.3759 0.2 0.4 -0.2
H 5.2637 2.8949 7.4763 -0.1 0.2 0.1
H 4.4712 2.1444 4.6713 -0.3 0.2 -0.1
H 4.6722 3.7622 5.4069 0.2 0.0 -0.6
H 1.5470 4.6747 6.7070 0.0 -0.4 -0.1
H 3.2526 4.3449 7.2184 -0.4 0.2 0.7
H 2.9814 5.1833 5.8066 -0.3 0.0 -0.5
H 2.6996 3.9591 3.7883 0.1 0.0 0.0
H 2.6037 2.2347 3.7093 -0.1 -0.1 -0.2
H 1.1643 3.1838 3.9793 -0.3 0.1 0.8
H 1.9817 3.1414 8.8468 0.1 0.2 0.0
H 3.6884 2.7481 9.1630 0.1 0.7 -0.6
H 2.5493 1.9492 9.9812 -0.7 -1.0 -0.4
H 0.6226 2.6892 7.3573 -0.4 0.4 0.3
C -1.9744 3.3125 4.5341 1.4 -0.1 0.0
C -3.1680 2.4080 4.2014 1.8 -0.7 -2.5
C -3.3830 2.5549 2.6252 -1.1 0.8 0.9
C -4.2986 1.5683 1.9423 0.1 -0.8 -0.2
C -3.7892 0.1365 2.2121 -1.1 0.6 0.5
C -3.5768 -0.1048 3.7264 -0.6 -1.4 0.6
N -2.7576 0.9733 4.3134 0.5 1.2 -0.7
O -2.1414 0.7308 5.5776 -1.3 0.0 -0.7
C -5.0637 -0.3153 4.3119 1.3 0.5 0.7
C -2.8380 -1.4488 3.9650 -0.7 0.9 -0.3
C -4.3199 2.8018 5.0568 -0.9 0.1 0.8
H -1.8291 4.1539 3.8565 -0.8 0.3 -0.1
H -1.0041 2.8327 4.4057 -0.1 -0.6 0.0
H -1.9056 3.6940 5.5528 -0.5 -0.1 0.1
H -3.7777 3.5617 2.4890 0.1 0.3 -0.1
H -2.4650 2.4596 2.0452 0.5 0.1 0.6
H -4.3502 1.7928 0.8769 0.6 -0.1 -0.2
H -5.3756 1.5911 2.1083 -0.1 0.4 1.0
H -2.9452 -0.1561 1.5876 0.1 0.1 0.1
H -4.6795 -0.4618 2.0182 0.5 -0.7 -0.6
H -5.5569 0.6567 4.3117 -0.6 -0.4 -0.4
H -5.5724 -1.1533 3.8354 -0.1 0.5 -0.8
H -5.1195 -0.6833 5.3364 0.7 0.3 0.5
H -1.8731 -1.4650 3.4583 0.2 0.0 0.4
H -2.7942 -1.6114 5.0419 0.4 -0.4 -0.2
H -3.4372 -2.2352 3.5062 0.0 -0.1 0.1
H -4.2751 3.7836 5.5281 0.3 0.4 -0.6
H -4.2574 2.1837 5.9525 -0.6 -0.4 0.0
H -5.2668 2.7273 4.5221 -0.2 -0.2 0.3
H -2.8969 0.5357 6.1369 0.1 -0.4 0.9
C -4.8318 0.5518 -1.6266 0.7 -1.1 -1.7
C -5.9433 1.5087 -2.0592 -0.4 -2.5 -0.1
C -7.2639 0.7485 -1.6327 -0.4 0.5 0.9
C -8.3980 1.7112 -1.4289 0.4 2.2 1.4
C -7.8820 2.9395 -0.5683 -1.0 -1.0 -0.1
C -6.7103 3.7093 -1.1261 0.0 0.7 -1.0
N -5.6430 2.6987 -1.3000 -2.6 0.3 1.3
O -4.4047 3.2125 -1.5765 0.7 0.9 -1.5
C -7.1124 4.5540 -2.3901 0.5 -1.9 -1.3
C -6.2567 4.6912 -0.0977 -0.3 0.8 1.1
C -6.0223 1.6760 -3.5861 0.9 1.0 -0.2
H -3.8865 0.8016 -2.1083 0.3 0.5 0.4
H -4.9872 -0.4293 -2.0751 -0.5 -0.3 0.1
H -4.7160 0.3822 -0.5561 -0.1 0.4 -0.1
H -7.6516 -0.0454 -2.2711 0.9 0.1 -0.9
H -7.1049 0.1759 -0.7189 0.3 0.4 0.4
H -9.2693 1.3646 -0.8732 0.1 -0.6 -0.1
H -8.8023 2.1215 -2.3543 0.2 -0.1 -0.3
H -7.5591 2.6442 0.4300 0.0 -0.7 0.0
H -8.7609 3.5498 -0.3605 0.1 0.6 -0.3
H -7.6098 3.9224 -3.1262 -0.2 -0.5 0.1
H -7.8232 5.3801 -2.3682 0.5 0.3 1.0
H -6.1945 4.7590 -2.9410 0.1 0.8 0.2
H -5.3536 5.2544 -0.3328 0.0 -0.2 -0.2
H -7.0768 5.3979 0.0291 0.0 0.3 0.0
H -6.1574 4.2257 0.8828 0.4 -0.2 0.0
H -6.9833 1.9368 -4.0296 -0.4 -0.5 0.4
H -5.5890 0.8239 -4.1097 -0.1 0.0 0.0
H -5.4430 2.5640 -3.8393 0.5 -0.1 -0.2
H -3.8300 3.0961 -0.8164 -0.1 -0.3 0.4
C 5.6023 -4.2092 0.3057 -0.4 0.4 0.4
C 5.1381 -4.1601 -1.1736 2.5 -0.9 -0.7
C 4.8922 -5.6464 -1.5867 -1.2 -0.8 0.5
C 4.0042 -5.9227 -2.7823 0.1 1.4 -0.7
C 2.7108 -5.1746 -2.5484 1.0 -0.3 1.2
C 2.9893 -3.6320 -2.3424 -2.0 0.5 -1.2
N 3.9730 -3.3303 -1.3237 -1.1 -1.3 1.4
O 4.2121 -1.9524 -1.0472 -0.9 -1.4 0.7
C 3.3587 -3.0439 -3.7428 0.4 -0.5 -0.1
C 1.5845 -3.0526 -1.9781 -0.1 0.2 -0.4
C 6.2879 -3.7014 -2.1122 0.9 0.8 -0.5
H 6.2094 -3.3642 0.6306 -0.1 0.2 -0.2
H 6.0960 -5.1066 0.6785 0.5 -0.2 -0.9
H 4.7244 -4.3013 0.9452 -0.5 0.5 0.1
H 5.7822 -6.2568 -1.7396 0.6 0.7 0.4
H 4.3613 -6.1000 -0.7497 0.0 -0.1 0.3
H 3.8475 -6.9814 -2.9892 0.1 -0.1 0.3
H 4.4457 -5.4881 -3.6791 0.3 -0.2 -0.3
H 2.3351 -5.6160 -1.6253 -0.5 0.4 0.2
H 1.9940 -5.4354 -3.3271 -0.2 0.8 -0.1
H 4.4179 -3.1210 -3.9884 0.1 0.1 0.3
H 2.8963 -3.6895 -4.4894 -0.4 0.4 -0.2
H 3.0874 -2.0001 -3.9005 -0.2 0.0 0.1
H 1.5485 -2.0158 -1.6437 0.5 0.1 0.1
H 0.9954 -3.0419 -2.8952 0.0 -0.1 -0.2
H 0.9862 -3.6346 -1.2771 0.6 -0.2 0.2
H 6.5637 -2.6482 -2.1661 -0.6 0.5 0.8
H 6.0957 -3.8609 -3.1732 -0.2 -0.7 0.0
H 7.2660 -4.1285 -1.8907 -0.2 -0.6 0.2
H 4.5350 -1.5512 -1.8574 0.5 0.8 -0.3
C 1.7652 3.3598 0.8812 -0.1 0.7 -0.5
C 1.4266 4.8511 0.5126 1.6 -0.3 0.0
C 2.4279 5.2724 -0.6495 -1.4 -0.1 0.2
C 2.0062 4.7787 -2.0087 -0.9 -0.2 -0.7
C 0.4966 5.1310 -2.3418 1.9 -1.0 0.8
C -0.4538 4.6252 -1.2094 1.1 -1.2 -0.6
N 0.0258 5.0630 0.0900 1.8 1.5 1.3
O -0.8837 4.9602 1.2186 0.8 -0.2 -1.7
C -1.6900 5.3954 -1.4079 -2.4 0.5 -0.4
C -0.6721 3.0560 -1.3688 -1.2 1.1 -0.4
C 1.8390 5.7587 1.7550 -1.2 -1.5 -0.4
H 2.8257 3.2705 1.1167 0.0 0.1 0.6
H 1.6860 2.6498 0.0580 -0.5 0.2 -0.2
H 1.1219 3.0224 1.6939 0.2 -0.2 0.0
H 2.4685 6.3546 -0.7729 0.2 0.2 0.7
H 3.3889 4.8309 -0.3852 0.2 0.4 0.1
H 2.2242 3.7120 -2.0621 -0.7 -0.3 0.0
H 2.6557 5.1494 -2.8017 0.1 0.5 0.0
H 0.2953 4.6764 -3.3118 -0.5 -0.5 0.2
H 0.3267 6.1840 -2.5665 0.3 0.3 0.6
H -2.0159 5.4270 -2.4475 -0.2 -0.6 -0.1
H -2.4881 4.9978 -0.7809 -0.3 0.1 -0.1
H -1.5957 6.4540 -1.1658 0.4 -0.1 0.4
H -1.2925 2.6393 -0.5753 0.5 -0.1 0.6
H -1.3757 2.9348 -2.1924 0.1 0.1 -0.5
H 0.1774 2.4103 -1.5913 0.2 0.3 0.4
H 1.4095 5.3205 2.6559 -0.6 0.2 0.0
H 1.4627 6.7747 1.6354 0.3 0.0 0.0
H 2.8951 5.6551 2.0039 0.3 0.4 -0.7
H -0.8829 4.0191 1.4080 -0.2 -0.6 0.3
```
Forces are in eV/Å.